Entry 1:
One molecule with the formula C16H15N3O2S, computed with ωB97M-V/def2-TZVPD.

Summary:
SMILES = Cc1ccc(S(=O)(=O)N/N=C/c2c[nH]c3ccccc23)cc1
HOMO energy = -7.58 eV
orbital gap = 8.13 eV

Geometry as ORCA input:
```
! wB97M-V def2-TZVPD RIJCOSX def2/J DEFGRID3
* xyz 0 1
C -6.52 -2.15 -2.17
C -5.16 -1.85 -1.61
C -5.03 -1.25 -0.36
C -3.77 -0.99 0.16
C -2.65 -1.35 -0.56
C -2.76 -1.95 -1.80
C -4.02 -2.20 -2.32
H -4.12 -2.68 -3.28
H -1.86 -2.22 -2.32
S -1.03 -0.99 0.09
O -1.11 -0.74 1.50
O -0.10 -1.98 -0.37
N -0.73 0.48 -0.75
N 0.32 1.28 -0.47
C 1.34 0.81 0.15
C 2.49 1.63 0.40
C 2.69 2.94 0.02
N 3.92 3.36 0.45
C 4.54 2.34 1.11
C 5.79 2.29 1.72
C 6.16 1.10 2.33
C 5.31 0.00 2.33
C 4.07 0.04 1.72
C 3.67 1.22 1.11
H 3.42 -0.82 1.73
H 5.63 -0.91 2.81
H 7.12 1.03 2.81
H 6.44 3.15 1.72
H 4.30 4.27 0.30
H 2.04 3.58 -0.52
H 1.37 -0.21 0.52
H -1.57 1.02 -0.87
H -3.64 -0.53 1.13
H -5.91 -0.98 0.20
H -6.53 -2.05 -3.25
H -7.27 -1.49 -1.74
H -6.80 -3.18 -1.92
*
```


Entry 2:
C16H15N5O3S3TeW as an isolated structure, computed with ωB97M-V/def2-TZVPD.

Summary:
HOMO energy (alpha / beta) = -7.43 / -7.72 eV
orbital gap (alpha / beta) = 6.47 / 6.97 eV

Geometry as ORCA input:
```
! wB97M-V def2-TZVPD RIJCOSX def2/J DEFGRID3
* xyz 0 3
W -1.23 0.16 -0.95
N 4.91 -1.50 2.64
C 4.13 -1.11 1.57
C 2.91 -1.74 1.32
C 2.15 -1.37 0.22
C 2.61 -0.38 -0.63
C 3.82 0.26 -0.39
C 4.58 -0.11 0.70
S 1.62 0.17 -1.96
O 0.70 -0.92 -2.31
O 2.43 0.76 -2.97
N 0.61 1.27 -1.28
C 0.06 2.29 -2.03
N 0.71 3.23 -2.69
C -0.08 4.11 -3.29
C -1.48 4.09 -3.24
C -2.07 3.07 -2.53
N -1.28 2.18 -1.93
H 4.45 -1.99 3.39
H 5.62 -0.86 2.94
H 2.55 -2.51 1.98
H 1.20 -1.85 0.04
H 4.16 1.03 -1.07
H 5.53 0.38 0.88
H 0.42 4.90 -3.85
H -2.07 4.85 -3.74
H -3.14 2.93 -2.43
S -2.88 -0.37 -2.64
C -3.55 0.29 -1.21
N -4.38 0.68 -0.48
C -1.32 -2.97 -0.67
O -1.21 -1.61 -0.34
H -0.42 -3.29 -1.21
H -2.19 -3.12 -1.30
H -1.43 -3.55 0.25
Te -1.09 1.32 1.46
C -2.20 -0.03 2.63
C -3.50 -0.44 2.57
C -3.81 -1.41 3.56
C -2.75 -1.71 4.36
S -1.37 -0.80 3.92
H -4.21 -0.07 1.84
H -4.78 -1.86 3.68
H -2.71 -2.40 5.19
*
```


Entry 3:
C16H15N5O3S3TeW as an isolated structure, computed with ωB97M-V/def2-TZVPD.

Summary:
HOMO energy (alpha / beta) = -7.44 / -7.89 eV
orbital gap (alpha / beta) = 6.77 / 7.02 eV

Geometry as ORCA input:
```
! wB97M-V def2-TZVPD RIJCOSX def2/J DEFGRID3
* xyz 0 3
W -0.25 -1.44 0.40
N 1.50 6.44 -2.79
C 1.38 5.17 -2.27
C 1.03 4.98 -0.92
C 0.95 3.71 -0.39
C 1.23 2.62 -1.19
C 1.58 2.78 -2.53
C 1.66 4.05 -3.06
S 1.10 1.01 -0.55
O 1.99 0.11 -1.24
O 1.21 1.06 0.90
N -0.38 0.40 -0.87
C -1.47 0.90 -0.17
N -2.00 2.10 -0.33
C -3.11 2.33 0.38
C -3.69 1.39 1.21
C -3.06 0.17 1.33
N -1.93 -0.05 0.66
H 1.04 7.18 -2.30
H 1.48 6.52 -3.79
H 0.83 5.85 -0.30
H 0.69 3.57 0.65
H 1.80 1.91 -3.13
H 1.94 4.18 -4.10
H -3.54 3.32 0.26
H -4.61 1.60 1.73
H -3.43 -0.64 1.94
S -1.48 -2.53 -1.39
C -3.06 -2.38 -0.86
N -4.16 -2.26 -0.53
C 2.42 -2.70 1.63
O 1.34 -2.19 0.89
H 2.12 -2.81 2.67
H 3.25 -1.99 1.57
H 2.73 -3.66 1.24
Te -1.49 -2.90 2.37
C -0.30 -4.63 2.09
C -0.12 -5.32 0.93
C 0.74 -6.44 1.09
C 1.20 -6.57 2.36
S 0.59 -5.33 3.37
H -0.60 -5.04 0.00
H 1.01 -7.12 0.28
H 1.85 -7.33 2.76
*
```


Entry 4:
C16H15NO5 as an isolated structure, computed with ωB97M-V/def2-TZVPD.

Summary:
HOMO energy = -8.56 eV
orbital gap = 8.51 eV

Geometry as ORCA input:
```
! wB97M-V def2-TZVPD RIJCOSX def2/J DEFGRID3
* xyz 0 1
C -6.32 -0.33 1.10
C -4.94 -1.12 1.28
H -4.39 -0.58 2.10
H -5.26 -2.19 1.46
O -4.21 -1.31 -0.01
C -3.53 -0.14 -0.01
O -3.55 0.79 0.81
N -2.76 -0.22 -1.34
C -1.71 0.48 -1.83
O -1.07 -0.01 -2.73
C -1.35 1.98 -1.05
H -1.93 2.00 -0.23
O 0.13 1.65 -0.95
C 0.65 0.81 -0.27
O -0.06 -0.27 -0.22
C 2.00 0.84 0.12
C 2.57 1.95 0.42
C 3.84 2.26 0.80
C 4.85 1.37 0.63
C 4.29 0.02 0.42
C 5.18 -1.12 0.16
C 4.69 -2.25 0.01
C 3.46 -2.44 -0.46
C 2.50 -1.48 -0.30
C 2.96 -0.07 -0.30
H 1.62 -1.68 -0.76
H 3.16 -3.72 -0.83
H 5.54 -3.01 -0.22
H 6.18 -0.97 0.63
H 5.82 1.36 1.04
H 4.22 3.40 0.97
H 1.82 2.92 0.28
H -1.48 2.63 -1.74
H -2.92 -1.26 -1.69
H -6.91 -0.80 0.14
H -6.99 -0.19 1.91
H -6.10 0.72 0.66
*
```


Entry 5:
C16H16B2F4IrN6O9 as an isolated structure, computed with ωB97M-V/def2-TZVPD.

Summary:
HOMO energy (alpha / beta) = -14.96 / -14.94 eV
orbital gap (alpha / beta) = 5.85 / 3.86 eV

Geometry as ORCA input:
```
! wB97M-V def2-TZVPD RIJCOSX def2/J DEFGRID3
* xyz 2 2
Ir 0.06 1.34 0.12
C -3.85 1.49 -1.71
C -2.42 1.36 -1.34
N -1.97 1.29 -0.14
O -2.85 1.43 0.89
B -2.60 0.66 2.03
F -3.31 0.94 3.09
F -2.03 -0.54 1.87
O -0.72 1.43 2.84
N 0.21 1.41 2.09
C 1.54 1.58 2.62
C 1.73 1.72 4.08
C 2.50 1.57 1.67
N 2.00 1.43 0.33
O 2.80 1.37 -0.57
B 2.02 1.98 -2.57
F 3.09 1.58 -3.21
F 1.87 3.20 -2.11
O 0.88 1.18 -2.77
N -0.16 1.36 -1.91
C -1.35 1.31 -2.39
C -1.69 1.20 -3.83
C 3.96 1.68 1.86
H -4.49 1.46 -0.83
H -4.14 0.70 -2.41
H -4.01 2.45 -2.22
H 0.77 1.69 4.60
H 2.22 2.67 4.30
H 2.36 0.92 4.46
H -0.80 1.21 -4.44
H -2.34 2.04 -4.11
H -2.25 0.28 -4.01
H 4.22 1.75 2.91
H 4.34 2.56 1.33
H 4.46 0.81 1.42
O 0.39 5.58 -0.15
C 0.15 4.45 0.00
N -0.15 3.31 0.19
O 1.16 -1.21 1.74
C 0.53 -1.50 0.74
O 0.05 -0.71 -0.15
C 0.25 -2.96 0.46
C 0.28 -3.88 1.54
C 0.00 -5.20 1.30
C -0.29 -5.63 -0.02
C -0.30 -4.70 -1.08
C -0.02 -3.39 -0.87
N -0.62 -5.18 -2.45
O -0.69 -4.33 -3.30
O -0.78 -6.37 -2.57
H 0.51 -3.51 2.53
H 0.00 -5.92 2.11
H -0.50 -6.67 -0.24
H -0.02 -2.69 -1.69
*
```


Table of maximum force (eV/Å), in record order: 1.41, 1.07, 0.49, 11.33, 0.93
Table of total energy (eV), in record order: -36234.77979, -72051.68397, -72051.96051, -28553.64467, -59265.18701
Table of energy relative to the best compared isomer or geometry (same formula, charge and spin) (kJ/mol), in record order: 248.6, 94.6, 67.9, 1040.5, 0.0